Below is a molecular structure, C3H3AgO4, with properties calculated with wB97M-V/def2-TZVPD.

XYZ file:
```
11
Properties=species:S:1:pos:R:3:mulliken_charge:R:1
H -0.45797 -1.72509 -1.43360 0.2445
C -0.43713 -0.98656 -0.61062 -0.3560
C -0.69025 0.30435 -0.96639 -0.1225
O -0.80699 0.48557 -2.43907 -0.0968
C -0.84237 1.42372 -3.16296 0.7602
O -0.93222 2.27883 -3.90840 -0.2236
Ag 0.87838 -1.47024 2.96564 0.6072
O -0.12947 -1.36944 0.55581 -0.5215
H -0.77484 1.24548 -0.43971 0.3579
O 1.94961 -0.53105 4.60535 -0.8282
H 2.24326 0.34444 4.83395 0.1788
```

Properties
* electronic energy: -15342.80774 eV
* relative energy (zero: lowest compared OMol25 entry of this formula, charge and spin): 373.84 kJ/mol
* Kohn-Sham gap: 6.72 eV
* molar mass: 210.921 g mol⁻¹